1.
ORCA calculation (ωB97M-V/def2-TZVPD) on a molecular structure, C9H9BrNO5V.

```
26
Properties=species:S:1:pos:R:3:forces:R:3
Br -5.721 -0.748 -0.813 -2.0 -1.8 -0.6
V -0.080 0.497 -1.018 -2.7 -0.5 -0.6
O 0.647 1.792 -0.801 1.0 1.0 0.4
O 4.689 0.784 -0.812 2.9 -3.0 3.2
O 0.438 -1.205 -0.312 2.2 0.6 -0.1
O 2.901 -0.586 1.019 0.9 1.2 -1.8
O 1.123 -3.186 -0.120 1.0 -0.5 -0.5
N -2.065 0.838 -0.604 0.6 0.2 0.1
C -3.067 -0.070 -0.739 1.0 0.0 0.1
C -4.556 1.441 0.313 -2.7 2.5 0.3
C 2.960 -1.481 -0.099 -3.1 -2.1 1.1
C 1.474 -1.972 -0.176 -2.0 0.6 -0.2
C 4.960 0.161 0.125 -3.3 5.4 -4.0
C -3.556 2.400 0.391 -1.3 0.4 1.6
C -4.348 0.267 -0.339 1.6 -0.2 -0.3
C 4.217 -0.281 1.339 1.2 -3.1 2.2
C -2.358 2.074 -0.074 2.7 -0.3 -1.2
H 4.692 -1.222 1.624 0.4 -0.3 0.1
H -1.565 2.819 -0.131 -0.1 -0.3 0.2
H 3.557 -2.355 0.184 0.1 0.0 -0.4
H -3.649 3.354 0.917 -0.4 -0.3 -0.5
H 0.166 -3.187 -0.387 0.4 -0.8 0.6
H -5.643 1.742 0.539 1.9 -0.6 0.1
H -2.812 -1.046 -1.181 -0.3 0.5 0.2
H 3.208 -1.108 -1.102 0.1 0.4 0.3
H 4.391 0.281 2.255 -0.1 1.1 -0.3
```
Positions in Å, forces in eV/Å.

## Properties
- orbital gap (alpha / beta) (eV) = 4.178 / 4.180
- expectation value of S² = 0.76
- spin multiplicity = 2
- E_HOMO (alpha / beta) (eV) = -17.941 / -17.942
- charge = +3


2.
ORCA calculation (ωB97M-V/def2-TZVPD) on C9H9Cl2NO in the gas phase.

```
22
Properties=species:S:1:pos:R:3:forces:R:3
Cl 4.334 -1.727 -0.010 0.2 -0.3 -0.1
Cl 3.765 2.481 0.041 0.1 0.2 -0.1
O -0.285 -0.366 -1.947 -0.7 0.0 0.0
N 0.951 -0.365 -1.400 1.1 0.0 0.5
C 1.896 -0.405 0.825 2.6 1.6 -0.2
C 0.798 -0.385 -0.086 -1.1 -0.1 -1.1
C 1.653 -0.474 2.300 0.0 -0.1 -0.2
C 3.276 -0.371 0.310 0.0 0.5 0.0
C -0.597 -0.406 0.235 0.1 -0.1 -0.7
C -2.642 -0.308 -1.398 0.1 0.2 0.0
C -3.194 1.077 -1.057 -0.1 -0.1 -0.1
C 3.449 0.903 0.236 -2.0 -2.0 0.8
C -1.216 -0.395 -0.980 0.1 -0.1 0.6
H 1.221 -1.448 2.539 -0.1 0.0 0.1
H 2.587 -0.381 2.848 0.0 0.0 0.0
H -3.153 1.253 0.016 0.0 0.1 0.0
H -3.229 -1.075 -0.892 0.0 -0.1 -0.1
H -1.042 -0.443 1.206 -0.2 0.0 0.2
H -2.696 -0.474 -2.475 0.0 -0.1 0.1
H -2.609 1.843 -1.559 0.0 0.1 0.0
H -4.226 1.169 -1.383 -0.1 0.0 0.0
H 0.959 0.297 2.631 -0.1 0.0 0.1
```
Positions in Å, forces in eV/Å.

## Properties
- orbital gap (alpha / beta) (eV) = 7.691 / 7.692
- E_HOMO (alpha / beta) (eV) = -7.812 / -7.812


3.
ORCA calculation (ωB97M-V/def2-TZVPD) on C9H9Cl2NO in the gas phase.

```
22
Properties=species:S:1:pos:R:3:forces:R:3
Cl -5.432 1.874 -0.544 -0.9 0.9 -0.7
Cl -5.578 -1.183 -0.098 -1.4 -0.6 -0.2
O -0.869 1.736 -0.560 -0.5 1.3 0.0
N -1.984 1.012 -0.790 -1.4 -1.7 0.1
C -0.064 1.055 0.226 1.9 0.0 0.8
C 2.014 2.260 -0.413 0.6 -0.1 0.3
C -2.954 -1.070 -0.089 -0.1 2.3 -0.6
C -2.757 -2.512 -0.092 -1.8 -0.2 -1.6
C -0.534 -0.176 0.406 -1.0 -0.4 0.1
C 1.208 1.667 0.793 -1.7 0.4 -1.6
C -4.134 1.070 0.067 1.2 0.0 0.7
C -4.118 -0.318 -0.152 1.0 -1.4 0.6
C -1.844 -0.184 -0.132 1.1 1.9 -1.5
H 1.620 1.607 -1.265 1.4 1.3 0.6
H -2.466 -2.858 0.811 0.6 -0.9 3.6
H 1.633 0.842 1.322 0.9 -0.4 0.2
H -1.925 -2.833 -0.653 0.9 -0.1 -1.5
H 0.851 2.364 1.540 0.4 0.5 0.2
H -0.035 -0.923 0.920 0.6 -1.3 1.0
H 3.149 2.228 -0.219 -1.7 -0.4 -0.6
H 1.814 3.357 -0.602 -0.2 -1.4 0.2
H -3.651 -3.086 -0.349 0.1 0.2 -0.2
```
Positions in Å, forces in eV/Å.

## Properties
- orbital gap (alpha / beta) (eV) = 7.428 / 7.427
- E_HOMO (alpha / beta) (eV) = -7.882 / -7.880